ORCA calculation (ωB97M-V with the def2-TZVPD basis set) on 9 unconnected molecules or ions with the total composition C40H55FN10O2PS2.

```
111
Properties=species:S:1:pos:R:3
C 0.84037 1.34452 3.02098
C 0.08097 0.62935 1.91711
S -0.08160 -1.15257 2.20623
C 0.99356 -1.87362 0.90888
P 2.61778 -2.75350 1.41376
C 4.03335 -3.89072 1.83632
F 2.73496 -3.24151 -0.20030
C 3.64942 -1.20630 1.04312
C 3.77720 -0.82310 -0.42193
O 4.30744 0.52079 -0.53473
N 1.47540 -4.27448 1.83503
C 1.21628 -5.07790 1.01116
S 0.88120 -6.21275 -0.07118
O 2.42190 -2.27359 3.15194
C 3.47692 -2.00155 3.81230
N 4.41838 -1.69793 4.39904
H 1.84224 0.93837 3.12140
H 0.94385 2.40385 2.78008
H 0.30912 1.27930 3.96564
H -0.91191 1.05775 1.80002
H 0.60568 0.77322 0.97498
H 0.33648 -2.57713 0.41596
H 1.21257 -1.03301 0.26534
H 3.85020 -4.48126 2.72864
H 4.10922 -4.61030 1.02582
H 4.99162 -3.38730 1.90448
H 4.66592 -1.26285 1.42828
H 3.16009 -0.36613 1.54234
H 4.48486 -1.47962 -0.91823
H 2.82157 -0.80919 -0.92855
H 4.70758 0.72911 0.31410
N -4.15796 3.10075 3.13028
C -3.81298 1.81018 3.44737
C -2.81661 1.85870 4.37874
C -2.54279 3.22930 4.63941
C -3.38997 3.97113 3.86077
H -4.86413 3.36576 2.46972
H -4.30570 0.97189 2.98365
H -2.33086 1.00504 4.82069
H -1.80586 3.62287 5.31854
H -3.50854 5.03634 3.75943
N -4.10512 0.76530 -0.07348
C -3.99926 1.17088 -1.37553
C -4.27557 0.09599 -2.17523
C -4.55651 -1.00436 -1.31844
C -4.44385 -0.55961 -0.02899
H -3.95262 1.35302 0.72420
H -3.73746 2.18761 -1.61715
H -4.26960 0.09350 -3.25195
H -4.80488 -2.00849 -1.61652
H -4.56995 -1.07057 0.90976
N -2.55846 5.11131 -0.41782
C -1.23007 4.80229 -0.52978
C -0.64583 5.76013 -1.31151
C -1.66377 6.68281 -1.68610
C -2.83356 6.25342 -1.11789
H -3.22998 4.57642 0.10032
H -0.81700 3.93494 -0.04409
H 0.39646 5.80004 -1.58278
H -1.54928 7.56191 -2.30049
H -3.82910 6.66077 -1.15067
N -1.22920 -4.25804 -1.82728
C -0.60319 -3.34571 -2.62195
C -1.56611 -2.58469 -3.23632
C -2.82776 -3.06049 -2.78929
C -2.58203 -4.09162 -1.91892
H -0.75375 -4.94991 -1.25619
H 0.47165 -3.31290 -2.67879
H -1.38554 -1.77666 -3.92524
H -3.79925 -2.68785 -3.07055
H -3.25572 -4.71118 -1.35129
N 0.18001 8.76949 0.88397
C -0.43453 7.75274 1.55763
C 0.19248 7.60981 2.76575
C 1.22768 8.58457 2.82293
C 1.19356 9.28444 1.64719
H -0.07397 9.08477 -0.03296
H -1.25981 7.22054 1.11662
H -0.05884 6.88675 3.52334
H 1.91802 8.74897 3.63292
H 1.80023 10.09818 1.28937
N -3.62286 -7.16697 -2.58348
C -4.77125 -6.62000 -3.07985
C -5.55571 -7.64147 -3.54742
C -4.84823 -8.85434 -3.32317
C -3.65976 -8.52525 -2.72687
H -2.86348 -6.64762 -2.18275
H -4.92964 -5.55607 -3.06043
H -6.52642 -7.53170 -4.00107
H -5.17363 -9.85071 -3.57137
H -2.84099 -9.13897 -2.39337
N 7.11705 -5.42217 2.92228
C 7.61726 -6.10382 3.99579
C 7.61549 -7.43767 3.68357
C 7.09030 -7.56282 2.36748
C 6.79630 -6.30033 1.92651
H 6.99463 -4.42704 2.87548
H 7.92693 -5.58474 4.88605
H 7.94754 -8.23485 4.32734
H 6.94277 -8.47333 1.81176
H 6.38263 -5.95317 0.99580
N 0.01874 5.65364 -4.87739
C -0.38745 4.67329 -5.73786
C 0.40108 4.74102 -6.85543
C 1.32324 5.80462 -6.65807
C 1.06191 6.34543 -5.42739
H -0.38654 5.83648 -3.97649
H -1.19813 4.01336 -5.48221
H 0.32807 4.09860 -7.71650
H 2.09045 6.13167 -7.33937
H 1.52806 7.15899 -4.89871
```

* net charge: -1
* E_HOMO: -5.57 eV
* energy: -3492.85547 Ha
* LUMO level: 0.053 Ha

ORCA calculation (ωB97M-V with the def2-TZVPD basis set) on a molecular structure, C40H55N12O6RbS.

```
115
Properties=species:S:1:pos:R:3
Rb 0.14658 0.49098 1.13930
C -4.76192 3.42338 -0.83550
O -5.69282 3.09388 0.16530
C -5.32392 1.99178 0.96490
C -6.33942 1.10178 1.23510
C -6.12672 -0.03492 2.00740
C -4.85892 -0.26552 2.50540
C -3.83092 0.63668 2.29410
C -2.54632 0.48848 2.95890
N -1.85652 -0.55602 3.21450
N -2.25622 -1.79712 2.90120
C -1.51172 -2.51072 2.08430
O -0.49372 -2.14272 1.45270
C -1.97812 -3.92502 1.94360
C -3.28992 -4.31502 2.20030
C -3.66702 -5.63792 2.06110
C -2.74272 -6.59892 1.67970
C -1.43962 -6.21702 1.39810
C -1.06952 -4.89022 1.51180
C -4.00152 1.82758 1.50160
O -3.04592 2.63268 1.30550
H -5.12232 4.34148 -1.30770
H -4.69822 2.63308 -1.59570
H -3.77152 3.57238 -0.40240
H -7.32032 1.32038 0.82540
H -6.94032 -0.71782 2.21880
H -4.65522 -1.13372 3.11810
H -2.12202 1.43038 3.31320
H -4.00232 -3.56192 2.49690
H -4.69452 -5.92902 2.25110
H -3.03792 -7.63922 1.59310
H -0.71482 -6.96352 1.09290
H -0.06622 -4.57082 1.26720
C -5.07632 -0.31962 -2.68830
N -4.11952 0.53778 -3.31710
C -4.30132 1.32938 -4.41350
C -3.15892 2.01678 -4.62450
N -2.24362 1.65698 -3.64270
C -2.85302 0.72178 -2.81580
S -2.29882 -0.15272 -1.54510
C -0.97782 2.20228 -3.48210
C -0.41512 3.01118 -4.47990
C 0.84278 3.53468 -4.26940
C 1.49918 3.25918 -3.07110
C 0.86688 2.43398 -2.15130
N -0.32772 1.91388 -2.35210
H -6.06982 -0.08232 -3.06420
H -5.03292 -0.17002 -1.60610
H -4.84282 -1.36902 -2.89480
H -5.22902 1.35838 -4.95010
H -2.94302 2.74378 -5.37710
H -0.93302 3.22308 -5.40180
H 1.30548 4.14358 -5.03820
H 2.47368 3.66938 -2.86230
H 1.34098 2.18518 -1.21050
C 0.26428 3.81758 3.09110
C 1.38498 2.84268 3.44720
C 1.94698 3.17838 4.83610
O 0.90728 1.50578 3.45790
C 2.49228 2.95028 2.31970
O 3.51408 3.60468 2.59390
O 2.21898 2.39198 1.24950
H -0.52252 3.80128 3.85350
H -0.17382 3.54728 2.12990
H 0.65418 4.83298 3.02280
H 1.14258 3.24088 5.57300
H 2.49588 4.11678 4.81070
H 2.63198 2.39248 5.14190
H -0.04772 1.52148 3.60370
C 2.38768 -1.31672 3.95760
N 3.35138 -0.32562 3.57970
C 4.39048 0.07518 4.48430
C 5.18378 1.04408 3.61630
N 4.96448 0.53298 2.27070
C 5.33648 1.47888 1.23920
C 3.76708 -0.19302 2.27260
N 3.14208 -0.82212 1.36980
C 3.34318 -0.78392 -0.04060
C 2.62158 -2.01452 -0.63000
N 1.97338 -1.80972 -1.89360
C 2.45048 -1.51032 -3.01680
N 1.58618 -1.36552 -4.09400
C 0.18478 -1.10422 -3.86220
C 2.24908 -0.68762 -5.17540
C 3.70128 -1.08052 -4.93360
N 3.76018 -1.24752 -3.49540
C 4.90558 -1.97772 -3.02240
H 1.81978 -0.97432 4.82150
H 2.86658 -2.27782 4.19680
H 1.70278 -1.45472 3.12400
H 5.01448 -0.78532 4.79980
H 3.97338 0.53258 5.38670
H 6.25618 1.05548 3.84460
H 4.78658 2.06478 3.70220
H 6.43058 1.49838 1.16250
H 4.96798 2.48038 1.48610
H 4.91468 1.19128 0.28590
H 4.41048 -0.79432 -0.32050
H 2.88268 0.11868 -0.46190
H 1.81788 -2.25832 0.06990
H 3.31368 -2.86912 -0.66130
H -0.36672 -2.04332 -3.81220
H -0.20332 -0.49832 -4.68010
H 0.05608 -0.58072 -2.91200
H 2.11698 0.40688 -5.11820
H 1.86218 -1.03972 -6.13870
H 4.41408 -0.31762 -5.26160
H 3.93058 -2.02712 -5.45390
H 5.80748 -1.49022 -3.40310
H 4.91088 -3.02472 -3.36290
H 4.92968 -1.96632 -1.93780
N -1.16842 -3.43852 -1.84550
H -0.20742 -3.11422 -1.74970
H -1.39352 -3.86622 -0.95270
H -1.72832 -2.58912 -1.86670
```

* net charge: -2
* E_HOMO: -1.19 eV
* energy: -3088.08582 Ha
* LUMO level: 0.131 Ha